No. 1
Molecular formula: C4H6NO2
Method: DFT, ωB97M-V/def2-TZVPD

Its energy is -9824.594 eV. The spin multiplicity is 1. The energy above the lowest of the compared OMol25 structures with the same formula, charge and spin is 163.5 kcal/mol. As for the charge: -1. The orbital gap (alpha / beta) is 5.88 / 6.01 eV. The calculation puts the LUMO energy (alpha / beta) at 4.31 / 4.33 eV.

The geometry in XYZ format:
```
13
C4H6NO2 ωB97M-V/def2-TZVPD
O -3.629 0.995 0.216
O -2.431 -0.832 0.213
N -2.782 0.421 -0.430
C -1.258 -1.380 -0.208
C 0.664 1.934 0.129
C -0.069 -0.456 0.216
C -0.253 1.059 -0.088
H -1.196 -2.391 0.108
H 0.846 -0.497 -0.321
H 0.733 2.935 -0.225
H -1.346 -1.440 -1.311
H 1.596 1.814 0.617
H -0.074 -0.409 1.306
```

These are the Mulliken partial charges, in e, on atoms 1 to 2: number 1, O, carries -0.421; number 2, O, carries -0.173



No. 2
Molecular formula: H17O8
Method: DFT, ωB97M-V/def2-TZVPD

Its energy is -16647.393 eV. The spin multiplicity is 1. The energy above the lowest of the compared OMol25 structures with the same formula, charge and spin is 82.1 kcal/mol. As for the charge: +1. The orbital gap is 10.15 eV. The calculation puts the LUMO energy at -3.86 eV.

The geometry in XYZ format:
```
25
H17O8 ωB97M-V/def2-TZVPD
O 35.589 39.485 41.728
O 37.863 38.960 43.043
O 40.489 39.523 44.741
O 36.475 41.956 40.383
O 39.795 38.871 41.171
O 37.101 41.195 44.540
O 38.809 41.407 42.205
O 38.709 40.122 46.831
H 39.300 38.722 40.252
H 39.091 40.663 47.522
H 38.501 41.786 41.302
H 38.583 42.135 42.985
H 38.044 40.583 46.314
H 34.920 39.935 42.258
H 40.047 39.764 45.471
H 36.226 41.226 44.074
H 37.076 39.156 42.434
H 36.048 41.306 40.791
H 38.574 39.122 42.485
H 35.180 38.828 41.106
H 41.283 40.132 44.901
H 37.833 39.716 43.655
H 40.669 39.005 40.933
H 37.558 41.845 44.318
H 35.960 42.772 40.667
```

These are the Mulliken partial charges, in e, on atoms 1 to 2: number 1, O, carries -0.738; number 2, O, carries -0.233



No. 3
Molecular formula: C5H8INS
Method: DFT, ωB97M-V/def2-TZVPD

Its energy is -25734.714 eV. The spin multiplicity is 1. The energy above the lowest of the compared OMol25 structures with the same formula, charge and spin is 105.3 kcal/mol. The orbital gap (alpha / beta) is 7.21 / 7.21 eV. The calculation puts the LUMO energy (alpha / beta) at 0.03 / 0.03 eV.

The geometry in XYZ format:
```
16
C5H8INS ωB97M-V/def2-TZVPD
I 1.933 2.480 -1.192
S -0.161 -1.885 -0.188
N -0.877 0.674 -0.199
C -2.035 -2.180 -0.134
C 1.991 0.444 -0.516
C -1.417 1.791 -0.408
C 2.606 0.348 0.842
C -0.057 -0.213 -0.141
H -2.177 -2.647 -1.082
H 2.443 -0.647 1.077
H 2.308 1.115 1.655
H -1.937 2.213 0.340
H -2.481 -1.267 0.157
H -1.644 2.066 -1.453
H -2.206 -2.941 0.632
H 3.710 0.650 0.612
```

These are the Mulliken partial charges, in e, on atoms 1 to 2: number 1, I, carries -0.074; number 2, S, carries -0.037



No. 4
Molecular formula: C3H6N2O
Method: DFT, ωB97M-V/def2-TZVPD

Its energy is -8229.415 eV. The spin multiplicity is 1. The energy above the lowest of the compared OMol25 structures with the same formula, charge and spin is 168.0 kcal/mol. The orbital gap is 8.15 eV. The calculation puts the LUMO energy at 0.71 eV.

The geometry in XYZ format:
```
12
C3H6N2O ωB97M-V/def2-TZVPD
O 0.616 0.896 0.884
N -1.541 -1.241 2.031
N 2.174 0.791 0.306
C -0.606 -0.124 -0.940
C -0.370 0.465 0.394
C -1.665 -0.108 2.199
H -1.554 0.134 -1.342
H -1.523 0.856 2.623
H 0.214 0.086 -1.571
H 2.405 0.349 1.209
H 2.099 0.060 -0.466
H -0.475 -1.187 -0.430
```

These are the Mulliken partial charges, in e, on atoms 1 to 2: number 1, O, carries -0.270; number 2, N, carries -0.483



No. 5
Molecular formula: C5H9NO
Method: DFT, ωB97M-V/def2-TZVPD

Its energy is -8862.586 eV. The spin multiplicity is 1. The energy above the lowest of the compared OMol25 structures with the same formula, charge and spin is 152.8 kcal/mol. The orbital gap is 8.57 eV. The calculation puts the LUMO energy at 0.84 eV.

The geometry in XYZ format:
```
16
C5H9NO ωB97M-V/def2-TZVPD
O -2.098 -0.841 1.180
N 0.810 1.358 -0.037
C -1.256 -0.678 0.071
C -0.897 0.787 -0.309
C 0.187 -1.193 0.138
C 1.818 0.623 -0.793
C 0.598 -0.168 -0.890
H -1.766 -1.138 -0.780
H -1.171 1.421 0.553
H -1.605 -0.589 1.971
H 0.634 -1.085 1.150
H 2.202 1.134 -1.677
H 0.328 -2.228 -0.187
H -1.342 1.213 -1.205
H 2.607 0.243 -0.138
H 0.950 1.139 0.953
```

These are the Mulliken partial charges, in e, on atoms 1 to 2: number 1, O, carries -0.547; number 2, N, carries -0.443



No. 6
Molecular formula: C9H16B2ClFHfNO5
Method: DFT, ωB97M-V/def2-TZVPD

Its energy is -39200.678 eV. The spin multiplicity is 1. As for the charge: +1. The orbital gap is 2.97 eV. The calculation puts the LUMO energy at -8.90 eV.

The geometry in XYZ format:
```
36
C9H16B2ClFHfNO5 ωB97M-V/def2-TZVPD
Hf -1.031 -3.661 1.222
Cl 0.511 -1.529 0.296
F 4.276 0.139 -1.179
O -0.669 5.961 -0.214
O 3.792 -0.698 -4.213
O -0.663 6.375 1.815
O 2.524 0.074 -2.499
O 2.458 1.071 -4.655
N -0.840 5.598 0.924
C -1.282 4.244 1.224
C -0.856 3.279 0.397
C -1.974 1.718 1.930
C 4.204 -1.352 -2.972
C 3.456 -0.734 -1.832
C -1.188 1.995 0.821
C -2.082 3.968 2.326
C -2.487 2.665 2.720
C 2.842 0.197 -3.875
B 0.030 -5.137 -0.568
B -2.929 -2.216 1.810
H 3.960 -2.413 -3.012
H -3.645 -1.410 1.843
H -2.303 0.695 2.038
H -2.382 4.812 2.929
H 0.905 -5.659 -0.922
H -3.260 -3.118 1.319
H -0.290 3.439 -0.509
H -0.879 -5.135 -1.150
H 5.261 -1.233 -2.735
H -0.794 1.143 0.286
H -2.669 -2.473 2.825
H -3.178 2.566 3.544
H 0.387 -4.137 -0.376
H -0.228 -5.650 0.345
H 3.100 -1.495 -1.138
H -2.076 -1.888 1.235
```

These are the Mulliken partial charges, in e, on atoms 1 to 2: number 1, Hf, carries 0.937; number 2, Cl, carries -0.318